35
Properties=species:S:1:pos:R:3:forces:R:3 method="wB97M-V/def2-TZVPD" relative_energy_kcal_mol=89.59 total_charge=+1
Al -1.79515 1.67110 -2.25923 0.5 -0.1 1.0
C -1.59010 -2.72008 -1.64933 -0.1 -0.4 0.5
C -1.05518 -2.24236 -3.05731 -0.2 -0.6 1.5
C -2.05418 -2.94625 -4.05042 0.7 -0.3 -0.7
O -1.04447 -0.93125 -3.08903 0.0 1.0 0.5
H -0.88627 -2.42262 -0.87079 0.0 0.3 -0.1
H -1.62409 -3.81117 -1.60676 0.0 0.0 -0.4
H -2.59125 -2.35995 -1.41851 0.1 0.2 -0.1
H -0.04894 -2.67727 -3.11693 0.1 0.1 -0.9
H -1.91349 -2.52418 -5.04402 -0.3 0.3 0.1
H -3.07264 -2.91330 -3.68381 -0.1 0.1 -0.1
H -1.66905 -3.96384 -4.11558 -0.3 -0.1 0.2
C -1.30044 2.17397 2.10866 -1.7 -0.3 0.1
C -1.27835 3.31838 1.10233 0.9 -1.6 0.3
C 0.17167 3.59888 0.60670 0.6 1.9 -0.3
O -2.08053 3.11137 0.05477 -0.4 -0.2 -1.2
H -0.92813 1.23014 1.70606 0.7 0.3 0.1
H -2.35438 1.90826 2.27095 0.0 0.3 0.0
H -0.95862 2.44349 3.10608 0.6 -0.1 -0.2
H -1.55225 4.24808 1.64417 -0.2 0.3 -0.4
H 0.81651 3.86710 1.44610 0.0 -0.6 0.2
H 0.18430 4.52689 0.02438 -0.3 -0.1 -0.1
H 0.61368 2.84379 -0.03719 -0.3 -0.5 0.3
C 3.44744 -0.61199 2.80741 -0.3 1.0 0.9
C 2.27879 -0.02572 2.01490 0.4 -0.9 0.2
C 1.79326 -0.95692 0.88443 0.5 0.8 -0.5
C 0.96202 -0.16359 -0.03049 -0.2 -0.8 0.3
N 0.31740 0.46041 -0.74267 -0.6 0.4 -0.5
H 3.65670 0.06471 3.64504 0.0 0.3 -0.3
H 4.36023 -0.60160 2.21714 0.0 -0.7 0.0
H 3.19269 -1.50554 3.37689 0.2 -0.5 -0.7
H 2.63451 0.89307 1.55117 -0.4 0.3 0.2
H 1.44323 0.11762 2.69934 0.0 0.5 -0.1
H 1.28781 -1.84632 1.25146 -0.2 0.0 -0.1
H 2.63728 -1.25328 0.25408 0.1 -0.3 0.2